No. 1
Entry from the Open Molecules 2025 dataset: a molecular structure, C33H35GeN2O2P2S5W at a distorted geometry (ωB97M-V/def2-TZVPD).

Geometry as XYZ:
```
81
Properties=species:S:1:pos:R:3
W -0.657 0.544 -0.341
C -3.203 0.391 -3.253
P -2.375 1.449 -2.016
C -1.766 2.825 -3.036
C -3.798 2.083 -1.072
C -4.622 3.092 -1.549
C -5.684 3.542 -0.780
C -5.948 2.966 0.452
C -5.142 1.943 0.925
C -4.056 1.508 0.176
P -2.902 0.232 0.773
C -3.849 -1.318 0.615
C -2.812 0.507 2.571
H -3.989 0.970 -3.737
H -3.637 -0.491 -2.783
H -2.486 0.061 -4.006
H -2.570 3.209 -3.661
H -0.971 2.452 -3.682
H -1.376 3.612 -2.396
H -4.435 3.549 -2.512
H -6.305 4.351 -1.142
H -6.777 3.319 1.051
H -5.365 1.495 1.885
H -4.791 -1.218 1.154
H -3.275 -2.146 1.032
H -4.055 -1.531 -0.433
H -3.802 0.522 3.024
H -2.311 1.458 2.754
H -2.228 -0.292 3.025
N 0.709 2.256 1.396
N -0.282 3.155 1.828
C -1.307 3.397 0.922
O -2.092 4.300 1.059
O -1.285 2.531 -0.059
H 1.087 1.784 2.203
H 1.482 2.745 0.949
H 0.005 3.949 2.379
S 1.578 -0.751 -7.141
C 1.094 -0.477 -5.620
S -0.110 -1.442 -4.799
C -0.008 -0.622 -3.255
C 0.835 0.432 -3.182
S 1.139 1.343 -1.729
S 1.707 0.838 -4.639
S -0.806 -1.308 -1.871
C -0.333 -0.796 1.033
Ge 1.644 -1.191 0.780
C 2.114 -2.546 2.146
C 3.461 -2.907 2.163
C 3.932 -3.831 3.079
C 3.060 -4.408 3.993
C 1.719 -4.059 3.982
C 1.249 -3.132 3.061
C 2.845 0.266 1.410
C 3.673 1.079 0.643
C 4.482 2.040 1.241
C 4.483 2.196 2.618
C 3.688 1.370 3.402
C 2.887 0.411 2.801
C 2.209 -2.105 -0.881
C 1.612 -3.336 -1.156
C 2.011 -4.086 -2.250
C 3.012 -3.612 -3.089
C 3.625 -2.401 -2.813
C 3.235 -1.657 -1.704
H -0.749 -1.530 1.716
H 4.142 -2.454 1.449
H 4.980 -4.103 3.083
H 3.426 -5.128 4.714
H 1.038 -4.509 4.693
H 0.195 -2.871 3.068
H 3.707 0.977 -0.431
H 5.119 2.663 0.626
H 5.118 2.940 3.082
H 3.701 1.469 4.480
H 2.294 -0.255 3.421
H 0.834 -3.713 -0.500
H 1.545 -5.042 -2.450
H 3.327 -4.192 -3.947
H 4.411 -2.031 -3.460
H 3.746 -0.729 -1.483
```

Computed properties:
Relative energy (zero: lowest compared OMol25 entry of this formula, charge and spin)   16.0 kcal/mol
HOMO level (spin up / spin down)   -10.246 / -10.246 eV
Strongest force on any atom   1.770 eV/Å
HOMO-LUMO gap (spin up / spin down)   0.2061 / 0.2062 Eh
Total charge   +1

Atom charges from the Mulliken analysis, given in e for atoms 1 to 4:
1 W -0.21
2 C -1.44
3 P 1.07
4 C -1.53

No. 2
Entry from the Open Molecules 2025 dataset: a molecular structure, C33H35N3O7RbSTe at a distorted geometry (ωB97M-V/def2-TZVPD).

Geometry as XYZ:
```
81
Properties=species:S:1:pos:R:3
Rb -0.246 0.230 -0.228
O 0.617 4.141 -0.351
C 0.720 3.061 0.236
O 1.281 2.007 -0.202
C 0.258 3.003 1.726
C 1.201 2.114 2.562
C 1.143 2.559 4.029
C -0.228 1.999 4.463
C -0.706 1.335 3.168
O 0.521 0.839 2.600
C -1.136 2.406 2.146
C -2.080 1.806 1.083
O -2.912 0.964 1.529
O -1.956 2.125 -0.108
H 0.331 4.041 2.055
H 2.194 1.987 2.134
H 1.211 3.644 4.119
H 1.956 2.115 4.606
H -0.923 2.763 4.811
H -0.118 1.253 5.252
H -1.432 0.535 3.283
H -1.742 3.167 2.645
C -0.108 -4.810 -1.586
N 0.841 -4.027 -0.815
C 1.805 -4.622 -0.073
C 2.679 -3.910 0.665
C 2.526 -2.481 0.626
N 1.578 -1.898 -0.066
C 0.693 -2.624 -0.803
O -0.229 -2.129 -1.440
N 3.372 -1.695 1.300
H 0.350 -5.765 -1.840
H -0.362 -4.265 -2.492
H -1.027 -4.982 -1.024
H 1.832 -5.704 -0.118
H 3.445 -4.395 1.249
H 4.144 -2.101 1.795
H 3.349 -0.682 1.201
Te -3.701 -0.361 -0.670
C -4.113 -1.726 0.893
C -3.421 -2.928 0.974
C -3.672 -3.821 2.006
C -4.610 -3.511 2.980
C -5.290 -2.303 2.914
C -5.045 -1.417 1.875
C -4.308 -1.834 -2.137
C -3.483 -2.910 -2.458
C -3.869 -3.850 -3.404
C -5.082 -3.717 -4.066
C -5.902 -2.637 -3.775
C -5.516 -1.708 -2.817
H -2.670 -3.165 0.226
H -3.127 -4.757 2.054
H -4.805 -4.204 3.790
H -6.015 -2.047 3.678
H -5.567 -0.470 1.835
H -2.512 -2.995 -1.979
H -3.216 -4.685 -3.634
H -5.383 -4.447 -4.809
H -6.847 -2.518 -4.294
H -6.169 -0.874 -2.589
C 3.589 6.705 -2.705
C 3.708 5.285 -2.231
C 3.549 4.222 -3.113
C 3.584 2.912 -2.667
C 3.805 2.667 -1.324
C 3.970 3.702 -0.424
C 3.926 5.007 -0.886
S 3.735 1.004 -0.702
C 5.293 0.414 -1.385
O 4.012 1.046 0.775
H 3.568 6.759 -3.794
H 4.422 7.314 -2.351
H 2.667 7.154 -2.334
H 3.358 4.423 -4.161
H 3.404 2.096 -3.356
H 4.095 3.472 0.626
H 4.025 5.823 -0.181
H 6.098 1.019 -0.971
H 5.278 0.478 -2.472
H 5.394 -0.622 -1.072
```

Computed properties:
Relative energy (zero: lowest compared OMol25 entry of this formula, charge and spin)   30.9 kcal/mol
HOMO level   -4.701 eV
Strongest force on any atom   1.820 eV/Å
HOMO-LUMO gap   0.2395 Eh
Total charge   -1

Atom charges from the Mulliken analysis, given in e for atoms 1 to 4:
1 Rb 1.08
2 O -0.83
3 C 0.06
4 O -0.63

No. 3
Entry from the Open Molecules 2025 dataset: a molecular structure, C33H36ClCsI2N4O3P at a distorted geometry (ωB97M-V/def2-TZVPD).

Geometry as XYZ:
```
81
Properties=species:S:1:pos:R:3
Cs -0.673 0.062 0.344
C -1.797 1.363 5.996
N -1.220 0.503 4.980
C -0.329 -0.551 5.446
C -1.301 0.758 3.680
O -0.634 0.097 2.903
C -2.226 1.861 3.178
O -2.195 1.856 1.776
C -3.027 2.794 1.151
C -2.904 2.614 -0.350
O -2.224 1.725 -0.839
N -3.561 3.431 -1.167
C -4.450 4.469 -0.711
C -3.503 3.220 -2.614
H -2.048 0.757 6.863
H -2.722 1.808 5.642
H -1.105 2.143 6.323
H -0.876 -1.204 6.112
H 0.500 -0.103 5.993
H 0.077 -1.112 4.610
H -1.879 2.816 3.581
H -3.238 1.674 3.556
H -2.742 3.820 1.421
H -4.076 2.650 1.429
H -4.180 4.828 0.278
H -5.492 4.141 -0.710
H -4.364 5.311 -1.390
H -2.900 2.359 -2.864
H -3.063 4.105 -3.082
H -4.524 3.100 -2.995
I -0.816 -3.816 -2.109
C -1.927 -2.660 -3.502
I -2.431 -0.730 -2.760
H -2.854 -3.181 -3.715
H -1.306 -2.559 -4.383
Cl 1.677 -1.879 0.762
C 3.327 -1.266 0.816
C 4.225 -1.854 1.688
C 5.515 -1.362 1.714
C 5.877 -0.303 0.887
C 4.948 0.252 0.019
C 3.641 -0.219 -0.026
P 2.319 0.525 -1.028
C 2.099 -0.680 -2.379
C 2.776 -1.887 -2.490
C 2.606 -2.694 -3.615
C 1.755 -2.281 -4.633
C 1.063 -1.079 -4.531
C 1.239 -0.291 -3.410
C 3.255 1.797 -1.905
C 3.997 1.542 -3.063
C 4.749 2.541 -3.652
C 4.763 3.811 -3.087
C 4.041 4.084 -1.934
C 3.286 3.078 -1.346
H 3.926 -2.694 2.303
H 6.236 -1.803 2.389
H 6.891 0.070 0.920
H 5.239 1.073 -0.625
H 3.450 -2.221 -1.707
H 3.135 -3.636 -3.698
H 1.629 -2.920 -5.505
H 0.402 -0.756 -5.335
H 0.704 0.651 -3.318
H 3.983 0.552 -3.511
H 5.333 2.338 -4.547
H 5.358 4.591 -3.538
H 4.044 5.069 -1.500
H 2.728 3.291 -0.439
N -6.016 -5.511 -0.367
C -5.089 -5.151 0.215
C -3.930 -4.675 0.933
C -3.299 -5.472 1.881
C -2.186 -4.960 2.518
C -1.760 -3.684 2.179
N -2.365 -2.894 1.285
C -3.430 -3.393 0.669
H -3.669 -6.459 2.101
H -1.661 -5.524 3.269
H -0.874 -3.283 2.661
H -3.923 -2.784 -0.086
```

Computed properties:
Relative energy (zero: lowest compared OMol25 entry of this formula, charge and spin)   3.6 kcal/mol
HOMO level   -10.368 eV
Strongest force on any atom   1.726 eV/Å
HOMO-LUMO gap   0.3020 Eh
Total charge   +1

Atom charges from the Mulliken analysis, given in e for atoms 1 to 4:
1 Cs 1.59
2 C -0.97
3 N 0.12
4 C -1.04

No. 4
Entry from the Open Molecules 2025 dataset: a molecular structure, C33H36ClINOPS3Sr (ωB97M-V/def2-TZVPD).

Geometry as XYZ:
```
78
Properties=species:S:1:pos:R:3
Sr 0.479 -0.600 -0.366
C -0.938 3.516 5.431
C 0.062 2.652 5.004
C -0.084 1.957 3.814
C -1.237 2.102 3.042
C -2.234 2.970 3.478
C -2.083 3.674 4.665
P -1.348 1.093 1.521
C -2.768 1.821 0.634
C -2.619 3.084 0.059
C -3.646 3.650 -0.676
C -4.833 2.952 -0.863
C -4.984 1.691 -0.307
C -3.957 1.127 0.441
C -1.913 -0.536 2.088
C -2.698 -0.685 3.233
C -3.074 -1.952 3.647
C -2.647 -3.054 2.915
C -1.863 -2.881 1.780
C -1.457 -1.622 1.299
H -0.824 4.064 6.357
H 0.959 2.524 5.597
H 0.703 1.287 3.481
H -3.134 3.095 2.889
H -2.867 4.346 4.993
H -1.685 3.623 0.182
H -3.517 4.630 -1.117
H -5.633 3.388 -1.447
H -5.905 1.141 -0.454
H -4.078 0.141 0.872
H -3.008 0.182 3.807
H -3.681 -2.081 4.534
H -2.918 -4.051 3.243
H -1.537 -3.784 1.267
C 5.771 0.191 1.569
C 4.598 -0.080 2.497
S 2.924 -0.081 1.790
C 2.957 1.287 0.608
C 3.327 1.002 -0.876
S 3.547 -0.733 -1.361
C 5.207 -0.817 -2.053
C 6.342 -0.431 -1.109
S 6.288 -1.206 0.527
H 6.620 0.468 2.196
H 5.569 1.045 0.924
H 4.604 0.670 3.290
H 4.697 -1.057 2.971
H 3.579 2.086 1.010
H 1.940 1.685 0.651
H 4.232 1.543 -1.152
H 2.524 1.396 -1.494
H 5.264 -0.223 -2.966
H 5.296 -1.866 -2.339
H 6.386 0.649 -0.970
H 7.287 -0.716 -1.575
Cl -1.226 -3.311 -6.366
C -0.995 -1.996 -5.233
C -2.043 -1.582 -4.427
C -1.847 -0.564 -3.510
C -0.600 0.079 -3.351
C -0.366 1.055 -2.312
C 0.432 -0.366 -4.210
C 0.243 -1.376 -5.133
H -3.013 -2.055 -4.521
H -2.678 -0.250 -2.886
H -1.277 1.528 -1.942
H 0.384 1.809 -2.567
H 1.412 0.094 -4.130
H 1.056 -1.695 -5.774
N -1.823 -3.400 -1.516
C -0.597 -3.440 -2.045
O 0.307 -2.715 -1.626
C -0.355 -4.404 -3.169
I 0.354 -6.247 -2.349
H -1.977 -2.788 -0.718
H -2.557 -4.004 -1.838
H 0.425 -4.019 -3.815
H -1.247 -4.632 -3.743
```

Computed properties:
Relative energy (zero: lowest compared OMol25 entry of this formula, charge and spin)   0.0 kcal/mol
HOMO level   -6.119 eV
Strongest force on any atom   0.708 eV/Å
HOMO-LUMO gap   0.2271 Eh

Atom charges from the Mulliken analysis, given in e for atoms 1 to 4:
1 Sr 1.32
2 C -0.46
3 C -0.62
4 C -0.37

No. 5
Entry from the Open Molecules 2025 dataset: a molecular structure, C33H36F3N3OPtS2 (ωB97M-V/def2-TZVPD).

Geometry as XYZ:
```
79
Properties=species:S:1:pos:R:3
Pt 0.105 -0.466 0.835
F -7.698 4.919 1.344
C -7.495 3.962 0.434
F -8.511 3.088 0.522
F -7.565 4.529 -0.781
C -6.173 3.264 0.625
C -5.821 2.272 -0.284
C -4.622 1.606 -0.135
C -3.764 1.923 0.930
C -4.136 2.920 1.835
C -5.339 3.586 1.683
C -2.532 1.220 1.054
C -1.479 0.604 1.153
H -6.490 2.032 -1.100
H -4.323 0.832 -0.830
H -3.477 3.166 2.657
H -5.632 4.354 2.385
N 1.910 -0.054 -0.220
S 1.972 -0.217 -1.824
C 3.529 -1.032 -2.195
C 4.084 -0.906 -3.461
C 5.243 -1.607 -3.753
C 5.821 -2.428 -2.792
C 5.239 -2.559 -1.539
C 4.078 -1.861 -1.232
C 2.252 1.406 -2.499
C 3.454 2.071 -2.284
C 3.580 3.375 -2.732
C 2.519 3.996 -3.384
C 1.328 3.318 -3.596
C 1.187 2.010 -3.152
H 2.503 0.701 0.107
H 3.627 -0.264 -4.206
H 5.696 -1.510 -4.731
H 6.724 -2.975 -3.027
H 5.685 -3.214 -0.802
H 3.592 -1.967 -0.270
H 4.288 1.572 -1.805
H 4.512 3.904 -2.583
H 2.629 5.014 -3.736
H 0.506 3.802 -4.109
H 0.264 1.465 -3.313
C -4.149 -1.444 -3.096
C -3.200 -1.897 -2.023
C -1.829 -1.969 -2.263
C -0.950 -2.383 -1.274
C -1.455 -2.703 -0.019
C -2.816 -2.638 0.250
C -3.678 -2.243 -0.756
S -0.360 -3.327 1.244
C -0.251 -5.014 0.634
O 1.002 -2.702 0.954
H -3.743 -1.628 -4.090
H -4.335 -0.370 -3.013
H -5.110 -1.948 -3.009
H -1.450 -1.726 -3.249
H 0.109 -2.491 -1.477
H -3.192 -2.884 1.236
H -4.743 -2.201 -0.560
H 0.003 -5.000 -0.424
H -1.222 -5.483 0.794
H 0.515 -5.527 1.214
N 3.364 0.263 4.857
C 2.248 1.258 4.673
C 1.617 1.034 3.303
N 1.153 -0.338 3.113
C 2.211 -1.314 3.353
C 2.856 -1.149 4.725
H 3.823 0.400 5.757
H 4.068 0.425 4.134
H 2.651 2.264 4.773
H 1.528 1.083 5.471
H 2.354 1.256 2.524
H 0.786 1.724 3.169
H 0.332 -0.523 3.681
H 2.963 -1.198 2.566
H 1.815 -2.321 3.255
H 3.688 -1.836 4.864
H 2.131 -1.302 5.523
```

Computed properties:
Relative energy (zero: lowest compared OMol25 entry of this formula, charge and spin)   13.8 kcal/mol
2S+1   3
HOMO level (spin up / spin down)   -12.505 / -12.902 eV
Strongest force on any atom   0.605 eV/Å
HOMO-LUMO gap (spin up / spin down)   0.2690 / 0.2411 Eh
Total charge   +2

Atom charges from the Mulliken analysis, given in e for atoms 1 to 4:
1 Pt 1.57
2 F -0.27
3 C 0.83
4 F -0.24

No. 6
Entry from the Open Molecules 2025 dataset: a molecular structure, C33H36F6Ge2N5O7S2SiTi at a distorted geometry (ωB97M-V/def2-TZVPD).

Geometry as XYZ:
```
93
Properties=species:S:1:pos:R:3
Ti -0.304 1.428 0.042
O -2.904 2.840 1.433
C -1.661 2.630 1.636
N -1.202 1.475 2.179
C -1.949 0.970 3.206
O -2.553 1.672 4.002
C -1.945 -0.527 3.487
C -2.557 -0.945 4.663
C -2.553 -2.291 4.979
C -1.921 -3.169 4.118
C -1.356 -2.654 2.964
N -1.384 -1.361 2.640
C -0.665 3.518 1.095
C -0.950 4.794 0.553
C 0.090 5.616 0.275
C 1.410 5.168 0.521
C 1.610 3.876 0.932
N 0.617 3.025 1.189
H -3.017 -0.198 5.293
H -3.032 -2.650 5.882
H -1.874 -4.232 4.319
H -0.850 -3.307 2.264
H -1.985 5.074 0.414
H -0.089 6.608 -0.122
H 2.258 5.821 0.367
H 2.611 3.486 1.077
F -5.141 2.485 1.972
C -5.040 1.578 1.024
F -4.859 0.378 1.596
F -6.193 1.578 0.370
S -3.600 1.824 -0.222
O -2.205 1.163 -0.245
O -3.729 3.063 -0.951
N -4.441 0.687 -1.102
S -3.922 -0.137 -2.321
O -5.044 -0.686 -3.047
O -2.830 -1.030 -2.053
C -3.257 1.062 -3.558
F -2.109 1.613 -3.202
F -3.082 0.414 -4.722
F -4.151 2.049 -3.759
C 2.833 1.146 -3.479
Si 1.969 2.383 -2.386
C 0.944 3.474 -3.492
C 3.408 3.451 -1.787
O 1.070 1.797 -1.148
H 3.676 1.645 -3.979
H 2.152 0.754 -4.239
H 3.226 0.289 -2.920
H 1.589 4.106 -4.116
H 0.280 4.123 -2.907
H 0.319 2.861 -4.151
H 4.127 3.556 -2.608
H 3.934 2.994 -0.937
H 3.086 4.455 -1.489
C 0.397 -4.875 -0.348
Ge -0.606 -3.249 -0.875
C -0.733 -3.517 -2.809
C -2.433 -3.601 -0.216
Ge 0.429 -1.068 -0.257
C 2.372 -1.394 -0.833
C 3.387 -0.573 -0.323
C 4.720 -0.748 -0.677
C 5.078 -1.755 -1.566
C 4.089 -2.571 -2.101
C 2.757 -2.387 -1.735
C 1.310 -1.245 1.752
C 1.463 -0.241 2.706
C 1.952 -0.557 3.972
C 2.335 -1.860 4.277
C 2.254 -2.842 3.297
C 1.744 -2.533 2.039
H -0.193 -5.734 -0.686
H 0.554 -4.967 0.734
H 1.375 -4.910 -0.841
H -1.061 -4.547 -2.990
H 0.210 -3.337 -3.326
H -1.471 -2.818 -3.206
H -3.039 -3.941 -1.062
H -2.877 -2.670 0.146
H -2.465 -4.348 0.580
H 3.127 0.226 0.361
H 5.480 -0.094 -0.263
H 6.117 -1.896 -1.843
H 4.352 -3.341 -2.820
H 1.998 -3.025 -2.177
H 1.191 0.777 2.485
H 2.017 0.219 4.728
H 2.700 -2.104 5.269
H 2.584 -3.853 3.514
H 1.689 -3.300 1.272
N 0.162 -0.493 -3.439
C 0.178 -0.568 -2.282
```

Computed properties:
Relative energy (zero: lowest compared OMol25 entry of this formula, charge and spin)   120.9 kcal/mol
2S+1   4
HOMO level (spin up / spin down)   -1.755 / -3.717 eV
Strongest force on any atom   3.313 eV/Å
HOMO-LUMO gap (spin up / spin down)   0.2144 / 0.2713 Eh
Total charge   -2

Atom charges from the Mulliken analysis, given in e for atoms 1 to 4:
1 Ti 0.68
2 O -0.88
3 C -1.82
4 N 0.82